No. 1
DFT (ωB97M-V/def2-TZVPD) results for a molecular structure, C13H22Li3N2O8.

Cartesian coordinates (Å):
1 Li 0.105570 0.472466 0.613333
2 Li -1.644580 -1.958654 0.597583
3 Li 1.931610 -1.585784 -0.057627
4 C -1.930970 -0.474324 -3.900907
5 C -3.197310 -0.857294 -3.987777
6 C -4.147330 -0.977144 -2.808937
7 O -5.318950 -1.504604 -2.841247
8 C -3.578370 -0.874874 -1.600997
9 C -2.157430 -0.385744 -1.398777
10 C -1.340500 -0.010894 -2.717857
11 O -0.376940 0.649816 -2.623877
12 O -1.575500 -0.272184 -0.334057
13 O -3.574990 -1.039444 -5.251437
14 H -1.353240 -0.430714 -4.812357
15 H -4.070370 -1.275674 -0.727097
16 C -0.283280 -2.461754 3.560413
17 C 0.789110 -2.396504 2.344023
18 C 1.178720 -3.798394 2.048813
19 O 0.326850 -1.736914 1.225753
20 H -0.803160 -1.536924 3.810443
21 H 0.248910 -2.891744 4.408923
22 H -1.110680 -3.130994 3.324573
23 H 1.722320 -1.855864 2.501943
24 H 1.881290 -4.010214 1.242823
25 H 0.299060 -4.402704 1.827213
26 H 1.464060 -4.197924 3.021983
27 C 4.398460 0.986326 -0.855877
28 C 3.161300 1.040466 0.102663
29 C 2.969050 2.444886 0.755403
30 O 1.950920 0.515176 -0.383897
31 H 5.305480 1.203366 -0.291687
32 H 4.385700 1.796206 -1.585267
33 H 4.327220 -0.048614 -1.190437
34 H 3.488460 0.460766 0.965803
35 H 3.881520 2.727506 1.280403
36 H 2.273010 2.432666 1.594143
37 H 2.780770 3.281906 0.083063
38 C -1.434860 2.891926 -0.258407
39 O -1.627740 3.280386 0.862053
40 N -0.240340 2.488996 -0.617887
41 N -2.236230 2.783656 -1.195047
42 H -0.155860 2.041496 -1.519397
43 H 0.561390 2.628936 -0.019767
44 H -3.199680 2.899196 -0.914837
45 H -1.878390 2.792356 -2.139497
46 O -0.489490 1.403036 2.315943
47 H -0.667380 2.177216 2.850013
48 H -1.037230 0.717116 2.697673

Forces on atoms 1 to 2 (eV/Å):
0.3 -0.1 -0.8
0.9 0.8 -0.3

Summary:
LUMO level   1.39 eV
HOMO   -3.47 eV
Frontier orbital gap   4.856 eV
Charge   -1

---

No. 2
DFT (ωB97M-V/def2-TZVPD) results for a molecular structure, C28H56Br2FN7O10P3.

Cartesian coordinates (Å):
1 C -2.970910 -1.264958 3.489901
2 C -2.777855 -2.140334 2.234055
3 C -2.131601 -1.330117 1.056220
4 C -0.973096 -2.073380 0.368745
5 C -1.491234 -3.408678 -0.213560
6 P 0.132841 -1.049423 -0.778283
7 N 1.233371 -0.187711 -1.956515
8 C 1.054573 -2.720317 -1.331882
9 O 1.503809 -3.507270 -0.206961
10 O 1.664247 -4.868627 -0.688551
11 C -1.105337 -0.969359 -2.244905
12 F -2.430042 -1.373321 -1.899286
13 C -1.266137 0.391924 -2.973451
14 C -2.723027 0.906538 -3.058738
15 O -0.422119 0.477393 -0.171401
16 C 0.505249 1.273186 0.522027
17 C 0.744880 2.495937 -0.455143
18 P 1.900203 2.946597 -1.770685
19 O 1.169426 3.714940 -2.813887
20 O 2.977087 4.011616 -1.126936
21 O 2.822447 1.874393 -2.526780
22 C -0.329825 1.918650 1.698873
23 P -1.834953 2.843857 1.265510
24 O -1.644543 4.200807 0.710053
25 O -2.646877 2.996033 2.679911
26 O -2.797275 1.962666 0.349718
27 C 1.506263 0.247637 1.183325
28 C 0.930162 -0.366395 2.551279
29 N 1.429958 -1.663410 2.887657
30 C 0.687154 -2.404944 3.882802
31 C 3.036617 0.446817 1.388021
32 Br 3.634628 0.683281 3.303860
33 C 3.819806 1.565550 0.665554
34 C 5.350801 1.267328 0.843507
35 Br 3.508484 3.257257 1.652878
36 O 1.473887 -0.921623 0.371004
37 H -3.144908 -1.877899 4.378282
38 H -2.095271 -0.620361 3.614406
39 H -3.848954 -0.625960 3.366850
40 H -2.188184 -3.032885 2.461470
41 H -3.762429 -2.493090 1.939384
42 H -1.805534 -0.405419 1.532503
43 H -2.949786 -1.064338 0.384927
44 H -0.328807 -2.381205 1.197217
45 H -1.515961 -3.417703 -1.303863
46 H -2.499365 -3.652162 0.115712
47 H -0.840926 -4.229244 0.097118
48 H 2.174295 -0.096226 -1.616235
49 H 1.208494 -0.519589 -2.915275
50 H 0.475868 -3.330667 -2.031751
51 H 1.987338 -2.480882 -1.846912
52 H 1.543830 -5.398461 0.108578
53 H -0.767814 -1.709505 -2.979404
54 H -0.649525 1.199779 -2.601483
55 H -0.968933 0.230351 -4.018281
56 H -2.662664 1.892980 -3.531049
57 H -3.324578 0.280454 -3.721479
58 H -3.182491 1.015781 -2.086496
59 H 0.756333 3.414263 0.144514
60 H -0.198951 2.573339 -0.993653
61 H 3.834263 3.843758 -1.534347
62 H 2.974823 2.164600 -3.431714
63 H -0.698136 1.189184 2.422965
64 H 0.352480 2.590351 2.232526
65 H -2.081827 2.741170 3.422521
66 H -3.502112 2.543272 0.025930
67 H -0.125961 -0.524511 2.301212
68 H 0.865892 0.373384 3.370771
69 H 2.427698 -1.743741 2.973016
70 H 0.287021 -3.322206 3.421575
71 H 1.330912 -2.752166 4.699417
72 H -0.167990 -1.858415 4.284637
73 H 3.506491 -0.498429 1.133041
74 H 3.708542 1.662366 -0.408412
75 H 5.823841 1.959202 1.532540
76 H 5.524419 0.227761 1.115769
77 H 5.853050 1.410758 -0.114907
78 C 7.814554 -0.807299 -2.640889
79 C 6.489969 -0.261686 -2.386856
80 N 5.443001 0.163401 -2.188549
81 H 8.589580 -0.112414 -2.320366
82 H 7.957887 -1.742996 -2.102684
83 H 7.956855 -1.004915 -3.702215
84 C 1.316697 0.572709 -7.114798
85 C 1.558271 -0.099348 -5.847745
86 N 1.744654 -0.609499 -4.837492
87 H 1.697956 -0.016526 -7.947772
88 H 0.250395 0.729252 -7.271397
89 H 1.804322 1.546189 -7.138101
90 C -5.370287 5.439375 -1.090705
91 C -4.971874 4.084778 -1.435061
92 N -4.656535 3.012335 -1.698302
93 H -6.447718 5.503414 -0.944721
94 H -4.881830 5.759403 -0.171120
95 H -5.091999 6.137215 -1.878709
96 C 0.036905 0.263278 6.810628
97 C -0.572500 1.371502 6.096275
98 N -1.056015 2.252256 5.543645
99 H 0.061288 -0.630386 6.189590
100 H 1.060656 0.501905 7.095118
101 H -0.522370 0.031497 7.715910
102 C -6.131485 -3.984969 -0.831977
103 C -5.288470 -4.336763 0.299436
104 N -4.593505 -4.601391 1.173024
105 H -5.784211 -4.474956 -1.740158
106 H -7.163815 -4.285848 -0.657833
107 H -6.115916 -2.909743 -1.005737

Forces on atoms 1 to 2 (eV/Å):
0.0 -0.3 -0.5
0.1 0.4 -0.1

Summary:
LUMO level   2.15 eV
HOMO   -4.02 eV
Frontier orbital gap   6.170 eV
Charge   -1

---

No. 3
DFT (ωB97M-V/def2-TZVPD) results for a molecular structure, C37H35CsN9OS.

Cartesian coordinates (Å):
1 Cs -0.141762 -2.058169 -1.795165
2 N -3.129087 1.103105 0.705593
3 C -2.252707 0.395533 -0.076147
4 N -1.926870 -0.822332 0.115699
5 C -2.442940 -1.513763 1.218217
6 N -2.125760 -2.761942 1.493827
7 N -1.183208 -3.325357 0.738505
8 C -0.950835 -4.603241 1.010381
9 C 0.081788 -5.336951 0.372169
10 C 0.287744 -6.712135 0.678779
11 C 1.260336 -7.423550 0.030337
12 C 2.062982 -6.785957 -0.928076
13 C 1.822355 -5.437225 -1.149033
14 N 0.884964 -4.724995 -0.546039
15 C -3.341266 -0.813044 2.127047
16 C -3.867032 -1.383042 3.290374
17 C -4.689920 -0.658027 4.138356
18 C -4.999712 0.664727 3.851217
19 C -4.480111 1.258233 2.705693
20 C -3.661090 0.529435 1.856749
21 H -3.135873 2.105308 0.611913
22 H -1.800324 0.955763 -0.889510
23 H -1.567212 -5.125214 1.745743
24 H -0.341880 -7.183085 1.425220
25 H 1.406736 -8.475141 0.256188
26 H 2.835003 -7.310937 -1.473550
27 H 2.429090 -4.890993 -1.867793
28 H -3.603288 -2.408959 3.505074
29 H -5.079215 -1.123468 5.036368
30 H -5.640014 1.237104 4.511836
31 H -4.698171 2.294002 2.471208
32 O -1.591941 -2.112864 -3.919413
33 N -1.752178 -1.096506 -4.711737
34 C -2.770543 -0.244710 -4.460702
35 C -3.011964 0.869126 -5.223617
36 C -2.166699 1.114892 -6.309172
37 C -1.143637 0.239964 -6.566435
38 C -0.888924 -0.908370 -5.779977
39 S 0.372264 -1.999224 -6.081877
40 H -3.359520 -0.528396 -3.600394
41 H -3.830020 1.525551 -4.964481
42 H -2.306871 1.990827 -6.931101
43 H -0.467538 0.398659 -7.394856
44 C 0.786346 4.800914 -3.923761
45 C 0.377940 3.483951 -4.126058
46 C 0.257601 2.606234 -3.068731
47 C 0.534031 2.991590 -1.736362
48 C 0.954585 4.330797 -1.557348
49 C 1.077000 5.202654 -2.625409
50 N 0.457495 2.046481 -0.756388
51 C 0.116596 2.339302 0.511332
52 C 0.397476 1.373081 1.519322
53 C -0.059882 1.504547 2.811252
54 C -0.809421 2.613159 3.208703
55 C -1.087122 3.581572 2.251082
56 C -0.643456 3.462806 0.944421
57 H 0.883743 5.488853 -4.755374
58 H 0.150626 3.132158 -5.126768
59 H -0.047517 1.580534 -3.245480
60 H 1.207361 4.668651 -0.559296
61 H 1.412240 6.219584 -2.439423
62 H 0.943951 0.487159 1.212100
63 H 0.151015 0.716660 3.529374
64 H -1.186411 2.699483 4.219950
65 H -1.682136 4.448891 2.525580
66 H -0.905035 4.225668 0.221519
67 N 3.535476 -1.893680 -0.525354
68 C 3.780086 -1.176394 0.346100
69 N 3.962607 -0.410783 1.407414
70 C 3.457622 -0.885838 2.698925
71 C 3.819305 0.126549 3.778734
72 C 3.498591 1.540269 3.297201
73 C 4.321554 1.912685 2.047939
74 C 4.928878 0.675387 1.385947
75 H 3.861340 -1.878307 2.928316
76 H 2.370197 -0.977292 2.631992
77 H 4.879225 0.043343 4.038834
78 H 3.250561 -0.112577 4.678965
79 H 3.674194 2.260793 4.098154
80 H 2.434421 1.587224 3.055682
81 H 5.130880 2.603026 2.301031
82 H 3.675923 2.416071 1.327127
83 H 5.853587 0.370358 1.894208
84 H 5.183382 0.879803 0.347132

Forces on atoms 1 to 2 (eV/Å):
1.3 0.0 0.4
0.0 0.0 -0.1

Summary:
LUMO level (alpha / beta)   3.94 / 3.93 eV
Spin multiplicity   2
HOMO (alpha / beta)   0.05 / -1.49 eV
Frontier orbital gap (alpha / beta)   3.886 / 5.422 eV
Charge   -2

---

No. 4
DFT (ωB97M-V/def2-TZVPD) results for 2 unconnected molecules or ions with the total composition C2H2N3O.

Cartesian coordinates (Å):
1 C 0.462001 1.435634 -0.010243
2 C -0.184142 0.229442 0.018626
3 N 1.132275 2.374643 -0.020694
4 N 1.379653 -1.768613 0.154994
5 N -1.394144 -0.139358 -0.011465
6 O 2.426663 -1.505992 -0.103986
7 H -2.191546 0.504697 -0.067719
8 H -1.630760 -1.130454 0.040484

Forces on atoms 1 to 2 (eV/Å):
-0.4 0.9 -0.1
1.5 -2.6 0.2

Summary:
LUMO level (alpha / beta)   -7.18 / -7.22 eV
HOMO (alpha / beta)   -14.54 / -14.48 eV
Frontier orbital gap (alpha / beta)   7.353 / 7.266 eV
Charge   +1

---

No. 5
DFT (ωB97M-V/def2-TZVPD) results for a molecular structure, C3H3BrClI.

Cartesian coordinates (Å):
1 C 1.338401 -0.743057 0.698906
2 C 2.034171 -1.932028 0.326515
3 C 0.351174 0.026817 0.004036
4 Cl 1.927454 0.019213 2.162367
5 Br 3.482431 -2.684136 1.186698
6 I 1.245657 -2.986939 -1.286678
7 H 0.798474 0.908088 -0.376482
8 H -0.585581 0.323550 0.612464
9 H 0.020402 -0.627534 -0.870193

Forces on atoms 1 to 2 (eV/Å):
4.0 -3.7 1.1
-3.1 3.5 0.3

Summary:
LUMO level   0.21 eV
HOMO   -8.76 eV
Frontier orbital gap   8.972 eV

---

No. 6
DFT (ωB97M-V/def2-TZVPD) results for a single C3H3NO2 molecule.

Cartesian coordinates (Å):
1 O -1.894675 0.301338 -0.318223
2 C -0.675627 0.658015 -0.390270
3 C 0.244414 -0.367577 0.081297
4 O -0.385979 -1.387755 0.566190
5 C 1.679577 -0.313928 0.079083
6 N 2.833172 -0.231537 0.018168
7 H -1.355857 -1.103930 0.317821
8 H -0.291567 1.435240 -1.060530
9 H -0.156545 1.014305 0.704968

Forces on atoms 1 to 2 (eV/Å):
0.0 0.0 0.0
0.2 -0.1 -0.3

Summary:
LUMO level   -0.97 eV
HOMO   -10.12 eV
Frontier orbital gap   9.148 eV

---

Number 1: total energy -1242.718444 a.u.. Number 2: total energy -8508.131911 a.u.. Number 3: total energy -2417.284903 a.u.. Number 4: total energy -316.466096 a.u.. Number 5: total energy -3447.968219 a.u.. Number 6: total energy -321.239756 a.u..